Molecular formula: C2H6N2O
Method: DFT, wB97M-V/def2-TZVPD

- Strongest force on any atom: 4.29 eV/Å
- Energy: -7195.7785 eV
- Relative energy (zero: lowest compared OMol25 entry of this formula, charge and spin): 386.8 kJ/mol
- HOMO: -8.694 eV
- Lowest unoccupied orbital energy: 0.805 eV
- SMILES string: [H]/N=C/N(C)O

The geometry in ORCA input format:
```
! RIJCOSX wB97M-V def2-TZVPD def2/J DEFGRID3
* xyz 0 1
C -0.90 -0.41 -0.13
C 1.41 0.25 0.11
N -2.13 -0.12 0.10
N 0.07 0.54 -0.17
O -0.12 2.01 0.21
H -0.28 -1.29 -0.61
H 1.34 -0.74 0.47
H 1.68 1.03 0.82
H 1.99 0.36 -0.88
H -2.73 -0.91 0.13
H -1.07 2.27 0.06
*
```

---

Molecular formula: C6H12N2
Method: DFT, wB97M-V/def2-TZVPD

- Strongest force on any atom: 1.85 eV/Å
- Energy: -9396.4981 eV
- Relative energy (zero: lowest compared OMol25 entry of this formula, charge and spin): 33.9 kJ/mol
- HOMO: -8.605 eV
- Lowest unoccupied orbital energy: 0.896 eV
- SMILES string: Cc1c[nH]cn1.CC

The geometry in ORCA input format:
```
! RIJCOSX wB97M-V def2-TZVPD def2/J DEFGRID3
* xyz 0 1
C -0.72 -1.04 3.81
C 0.23 -1.39 2.65
H -0.21 -0.83 4.75
H -1.28 -0.14 3.55
H -1.31 -1.93 3.99
H 0.83 -2.29 2.84
H 1.00 -0.65 2.44
H -0.37 -1.53 1.75
C -1.79 0.90 -0.39
C 1.50 -0.11 -1.27
C -0.43 0.78 -1.02
C -0.11 0.89 -2.35
N 0.60 0.11 -0.35
N 1.13 0.33 -2.50
H 2.46 -0.53 -1.03
H 1.70 0.25 -3.33
H -0.61 1.46 -3.12
H -2.14 1.92 -0.57
H -1.63 0.75 0.68
H -2.51 0.14 -0.65
*
```

---

Molecular formula: C3H5N3
Method: DFT, wB97M-V/def2-TZVPD

- Strongest force on any atom: 0.42 eV/Å
- Energy: -7657.3443 eV
- Relative energy (zero: lowest compared OMol25 entry of this formula, charge and spin): 493.2 kJ/mol
- HOMO: -9.737 eV
- Lowest unoccupied orbital energy: 0.659 eV

The geometry in ORCA input format:
```
! RIJCOSX wB97M-V def2-TZVPD def2/J DEFGRID3
* xyz 0 1
C -1.63 0.00 0.16
N -0.20 -0.01 -0.16
C 0.80 0.89 0.47
C 1.91 0.11 0.17
N 1.61 -1.10 -0.40
N 0.36 -1.20 -0.62
H -2.18 -0.47 -0.66
H -1.78 -0.58 1.07
H -1.93 1.03 0.31
H 0.08 0.98 -0.72
H 2.95 0.35 0.37
*
```

---

Molecular formula: C28H73InN2O9P
Method: DFT, wB97M-V/def2-TZVPD

- Strongest force on any atom: 2.15 eV/Å
- Energy: -66089.2209 eV
- Relative energy (zero: lowest compared OMol25 entry of this formula, charge and spin): 84.1 kJ/mol
- HOMO: -4.580 eV
- Lowest unoccupied orbital energy: 2.242 eV

The geometry in ORCA input format:
```
! RIJCOSX wB97M-V def2-TZVPD def2/J DEFGRID3
* xyz -1 1
C -0.39 -2.39 0.63
C 0.98 -1.60 0.62
N 0.95 -0.36 -0.18
In -0.39 1.12 0.56
C 0.78 2.92 1.24
C 1.84 2.64 2.36
N 1.62 1.93 3.43
P -2.13 1.65 -1.24
O -3.03 2.83 -0.86
O -3.15 0.29 -1.44
O -1.43 1.92 -2.79
H -0.39 -3.08 1.52
H -1.30 -1.74 0.74
H -0.43 -3.05 -0.28
H 1.36 -1.33 1.64
H 1.75 -2.28 0.15
H 0.82 -0.56 -1.18
H -1.24 0.43 2.00
H 0.08 3.71 1.62
H 1.35 3.32 0.35
H 2.86 3.09 2.20
H 0.64 1.63 3.32
H -3.04 -0.25 -0.64
H -1.15 2.85 -2.78
C -4.58 1.13 -7.61
C -5.20 0.01 -6.80
O -4.27 -0.70 -6.00
C -3.58 0.06 -5.02
C -4.48 0.71 -4.00
H -3.77 0.74 -8.24
H -5.33 1.60 -8.25
H -4.15 1.90 -6.97
H -5.64 -0.72 -7.48
H -6.03 0.38 -6.18
H -2.93 0.80 -5.51
H -2.91 -0.64 -4.51
H -5.15 1.45 -4.45
H -3.89 1.22 -3.24
H -5.11 -0.04 -3.51
C 1.55 3.90 -6.07
C 2.69 2.90 -6.09
O 3.62 3.08 -5.03
C 3.10 2.95 -3.71
C 2.50 1.59 -3.42
H 1.93 4.92 -6.09
H 0.90 3.75 -6.94
H 0.93 3.79 -5.18
H 3.26 3.02 -7.02
H 2.32 1.87 -6.09
H 2.38 3.75 -3.51
H 3.95 3.12 -3.04
H 1.63 1.39 -4.05
H 2.18 1.54 -2.38
H 3.23 0.80 -3.61
C -0.39 7.62 2.19
C -1.00 6.52 3.04
O -0.06 5.83 3.84
C 0.65 6.60 4.79
C -0.25 7.27 5.82
H 0.41 7.22 1.56
H -1.15 8.07 1.55
H 0.04 8.41 2.81
H -1.45 5.77 2.38
H -1.82 6.90 3.66
H 1.29 7.33 4.29
H 1.32 5.91 5.31
H -0.91 8.00 5.36
H 0.36 7.80 6.56
H -0.87 6.53 6.33
C 5.61 -5.81 1.64
C 4.27 -5.65 0.93
O 4.14 -4.43 0.23
C 5.08 -4.18 -0.80
C 5.04 -5.21 -1.91
H 5.78 -4.97 2.32
H 5.63 -6.74 2.21
H 6.44 -5.83 0.93
H 3.48 -5.67 1.67
H 4.09 -6.49 0.25
H 6.09 -4.09 -0.38
H 4.83 -3.20 -1.22
H 5.33 -6.21 -1.56
H 5.74 -4.94 -2.71
H 4.04 -5.29 -2.34
C -0.95 2.58 6.53
C -1.79 3.09 5.37
O -2.70 2.12 4.86
C -3.67 1.62 5.75
C -4.59 2.68 6.32
H -0.40 1.68 6.23
H -0.23 3.34 6.84
H -1.56 2.32 7.40
H -1.13 3.36 4.55
H -2.33 4.00 5.65
H -3.18 1.05 6.56
H -4.26 0.90 5.19
H -4.05 3.41 6.92
H -5.36 2.23 6.95
H -5.08 3.23 5.51
C 0.03 -9.75 1.41
C -0.78 -8.62 0.80
O -0.02 -7.47 0.50
C 1.04 -7.63 -0.43
C 0.58 -8.11 -1.79
H 0.55 -9.41 2.31
H -0.61 -10.59 1.68
H 0.79 -10.12 0.72
H -1.54 -8.31 1.52
H -1.32 -8.96 -0.09
H 1.80 -8.30 -0.01
H 1.51 -6.66 -0.53
H 0.13 -9.10 -1.75
H 1.43 -8.16 -2.48
H -0.17 -7.43 -2.20
*
```